A cluster of 6 separate species, C18H48ClF2N7O16P2S2 in total at a distorted geometry. Source: OMol25; level of theory: ωB97M-V with the def2-TZVPD basis set.

```
! RIJCOSX wB97M-V def2-TZVPD def2/J DEFGRID3
* xyz -2 1
N -25.300 -15.689 -9.919
S -26.663 -15.981 -10.638
O -27.070 -17.332 -10.888
O -27.040 -15.018 -11.637
F -27.709 -15.519 -9.474
S -24.267 -16.256 -11.087
O -24.228 -15.482 -12.284
O -24.133 -17.671 -11.216
F -22.983 -15.805 -10.293
Cl -20.092 -15.654 -7.520
O -19.410 -16.465 -6.511
O -21.370 -16.200 -7.893
O -20.364 -14.359 -6.923
O -19.227 -15.500 -8.664
O -23.108 -14.329 -4.608
P -23.105 -14.384 -3.154
N -21.557 -14.646 -2.559
C -20.760 -15.550 -3.399
C -21.096 -14.309 -1.220
N -24.126 -15.487 -2.459
C -25.371 -15.781 -3.202
C -23.970 -16.045 -1.126
N -23.501 -12.917 -2.430
C -22.589 -11.801 -2.524
C -24.629 -12.743 -1.544
H -19.858 -15.884 -2.873
H -20.391 -15.010 -4.273
H -21.247 -16.472 -3.727
H -20.027 -14.530 -1.210
H -21.638 -14.798 -0.412
H -21.108 -13.219 -1.130
H -25.930 -16.660 -2.883
H -26.024 -14.911 -3.054
H -25.110 -15.887 -4.257
H -23.582 -15.309 -0.422
H -24.949 -16.382 -0.788
H -23.289 -16.903 -1.155
H -22.464 -11.291 -1.564
H -21.615 -12.061 -2.937
H -22.974 -11.082 -3.262
H -24.865 -11.713 -1.273
H -24.457 -13.229 -0.568
H -25.509 -13.201 -1.995
O -24.520 -17.120 -6.699
P -24.960 -18.506 -6.765
N -24.335 -19.521 -5.604
C -24.647 -20.929 -5.585
C -23.792 -18.977 -4.352
N -24.685 -19.221 -8.219
C -23.293 -19.208 -8.667
C -25.574 -20.146 -8.891
N -26.617 -18.608 -6.517
C -27.229 -18.854 -5.253
C -27.456 -17.901 -7.498
H -23.792 -21.465 -5.156
H -24.739 -21.316 -6.600
H -25.483 -21.213 -4.926
H -24.554 -18.300 -3.951
H -22.821 -18.505 -4.454
H -23.781 -19.792 -3.627
H -22.752 -20.039 -8.183
H -23.250 -19.410 -9.735
H -22.834 -18.243 -8.455
H -25.030 -21.061 -9.155
H -26.495 -20.309 -8.339
H -25.892 -19.696 -9.843
H -27.378 -17.929 -4.656
H -28.247 -19.265 -5.281
H -26.637 -19.504 -4.607
H -27.482 -18.472 -8.430
H -27.045 -16.935 -7.779
H -28.489 -17.866 -7.156
C -22.296 -22.403 -2.914
O -21.760 -21.357 -3.690
C -20.638 -20.779 -3.250
O -19.905 -21.240 -2.409
O -20.514 -19.634 -3.888
C -19.278 -18.949 -3.735
H -23.149 -22.795 -3.464
H -22.674 -22.013 -1.964
H -21.621 -23.231 -2.700
H -18.454 -19.657 -3.788
H -19.230 -18.390 -2.799
H -19.221 -18.195 -4.520
C -19.145 -17.268 -11.381
O -19.561 -16.375 -12.419
C -19.183 -15.099 -12.431
O -18.908 -14.400 -11.511
O -19.191 -14.724 -13.737
C -18.824 -13.388 -13.992
H -18.054 -17.322 -11.371
H -19.591 -18.214 -11.666
H -19.448 -16.980 -10.375
H -19.533 -12.969 -14.704
H -17.806 -13.319 -14.385
H -18.848 -12.760 -13.100
*
```

Summary:
Maximum force (Eh/bohr): 0.081
HOMO level (eV): -3.5
Energy above the lowest of the compared OMol25 structures with the same formula, charge and spin (kJ/mol): 0.0
LUMO (Eh): 0.134
Molecular weight (g mol⁻¹): 818.15
Gap between HOMO and LUMO (eV): 7.185



A structure of composition C18H48F5N7O4P2Si2 at a distorted geometry. Source: OMol25; level of theory: ωB97M-V with the def2-TZVPD basis set.

```
! RIJCOSX wB97M-V def2-TZVPD def2/J DEFGRID3
* xyz 0 1
C -2.304 4.233 3.026
C -1.859 3.840 1.571
Si -0.008 4.103 1.338
C 0.605 5.658 2.245
C 0.186 6.969 1.591
N -0.986 7.406 1.455
O 0.539 3.985 -0.238
Si -0.346 4.798 -1.423
O -1.178 3.789 -2.443
C 0.842 2.628 2.280
F 0.827 2.875 3.610
F 0.097 1.472 2.063
C 2.296 2.318 1.763
F 2.249 1.419 0.816
F 2.951 3.391 1.372
F 3.039 1.786 2.781
H -1.912 3.546 3.784
H -3.400 4.241 3.080
H -1.987 5.248 3.298
H -2.043 2.758 1.509
H -2.497 4.417 0.896
H 0.226 5.584 3.275
H 1.701 5.617 2.310
H 1.003 7.604 1.220
H -1.633 6.722 1.864
H -1.318 5.662 -0.733
H 0.595 5.678 -2.144
H -0.615 3.585 -3.207
O -1.255 0.874 -4.174
P -1.779 -0.370 -4.866
N -3.290 0.265 -5.387
C -4.585 -0.012 -4.808
C -3.255 1.472 -6.203
N -1.916 -1.339 -3.455
C -3.085 -2.084 -3.035
C -1.137 -0.936 -2.287
N -2.009 -1.831 -5.822
C -0.791 -2.680 -5.813
C -2.386 -1.663 -7.237
H -4.796 -1.083 -4.778
H -5.388 0.407 -5.418
H -4.681 0.405 -3.798
H -3.189 1.216 -7.270
H -2.397 2.104 -5.964
H -4.144 2.088 -6.067
H -3.827 -1.441 -2.547
H -2.805 -2.862 -2.318
H -3.558 -2.615 -3.861
H -1.626 -0.125 -1.734
H -0.143 -0.605 -2.576
H -0.998 -1.781 -1.608
H 0.046 -2.189 -6.320
H -0.988 -3.633 -6.307
H -0.478 -2.913 -4.797
H -1.713 -0.982 -7.765
H -3.406 -1.296 -7.334
H -2.369 -2.626 -7.749
O 1.275 -4.623 2.388
P 2.172 -4.003 3.443
N 1.347 -2.507 3.615
C 1.772 -1.226 3.096
C -0.071 -2.566 3.950
N 3.581 -3.890 2.465
C 4.395 -2.707 2.266
C 3.647 -4.743 1.283
N 3.189 -3.655 4.838
C 4.021 -4.829 5.208
C 2.515 -3.221 6.075
H 2.778 -0.976 3.439
H 1.160 -0.398 3.455
H 1.745 -1.208 1.999
H -0.211 -2.572 5.041
H -0.549 -3.464 3.553
H -0.624 -1.715 3.551
H 3.950 -2.022 1.534
H 5.386 -2.984 1.894
H 4.579 -2.170 3.195
H 3.077 -4.322 0.446
H 3.262 -5.737 1.497
H 4.684 -4.874 0.961
H 3.406 -5.664 5.558
H 4.728 -4.562 5.995
H 4.610 -5.178 4.362
H 1.710 -3.901 6.368
H 2.108 -2.217 5.972
H 3.232 -3.165 6.896
*
```

Summary:
Maximum force (Eh/bohr): 0.141
HOMO level (eV): -7.9
Energy above the lowest of the compared OMol25 structures with the same formula, charge and spin (kJ/mol): 0.0
LUMO (Eh): -0.001
Molecular weight (g mol⁻¹): 639.74
Gap between HOMO and LUMO (eV): 7.844



A structure of composition C18H48F6NNiO12S2 at a distorted geometry. Source: OMol25; level of theory: ωB97M-V with the def2-TZVPD basis set.

```
! RIJCOSX wB97M-V def2-TZVPD def2/J DEFGRID3
* xyz 1 3
Ni -0.872 0.771 2.261
C -2.604 -0.148 -1.589
F -3.489 0.223 -0.661
F -3.270 -1.114 -2.316
F -2.300 0.868 -2.405
S -1.074 -0.908 -0.626
O -1.586 -1.953 0.244
O -0.211 -1.517 -1.647
N -0.298 0.382 0.365
S 0.802 1.017 -0.604
O 0.569 0.921 -2.021
O 1.163 2.357 -0.181
C 2.360 -0.092 -0.181
F 3.304 0.234 -1.055
F 2.816 0.016 1.084
F 2.221 -1.397 -0.316
C -1.993 0.307 -5.493
C -1.101 -0.890 -5.515
O -1.459 -1.742 -6.565
H -2.988 -0.052 -5.231
H -2.160 0.874 -6.409
H -1.594 1.103 -4.864
H -1.007 -1.407 -4.560
H -0.107 -0.525 -5.776
H -1.330 -2.649 -6.279
C 0.838 -4.865 -1.014
C -0.378 -5.170 -1.883
O -0.441 -4.213 -2.888
H 0.883 -5.592 -0.204
H 0.906 -3.906 -0.501
H 1.769 -4.985 -1.568
H -1.292 -4.891 -1.358
H -0.410 -6.190 -2.265
H -0.298 -3.322 -2.560
C 6.888 -2.465 2.841
C 5.552 -2.203 2.147
O 4.568 -2.382 3.181
H 7.677 -2.346 2.099
H 7.080 -3.407 3.355
H 7.057 -1.710 3.609
H 5.405 -3.012 1.432
H 5.429 -1.193 1.756
H 4.470 -3.337 3.171
C 0.459 4.547 -3.252
C -0.917 4.578 -3.943
O -1.528 5.718 -3.442
H 0.562 4.426 -2.174
H 1.144 5.347 -3.533
H 0.794 3.530 -3.457
H -1.459 3.683 -3.639
H -0.884 4.515 -5.031
H -1.765 5.633 -2.516
C 1.139 -2.493 4.441
C 0.995 -1.559 3.182
O -0.344 -1.075 3.067
H 0.268 -3.146 4.489
H 1.299 -1.889 5.335
H 1.994 -3.167 4.502
H 1.163 -2.084 2.242
H 1.623 -0.694 3.393
H -0.730 -1.946 2.950
C -4.696 -1.535 1.800
C -3.722 -0.923 2.785
O -2.980 0.071 2.098
H -5.512 -0.876 1.505
H -4.851 -2.555 2.154
H -4.065 -1.682 0.923
H -3.084 -1.725 3.157
H -4.116 -0.466 3.692
H -3.546 0.518 1.464
C 2.782 3.057 2.481
C 1.318 2.884 2.810
O 0.921 1.552 3.139
H 3.004 2.791 1.448
H 3.403 2.462 3.151
H 3.027 4.116 2.570
H 0.665 3.340 2.066
H 0.974 3.576 3.580
H 1.359 1.338 3.966
C -3.468 3.597 0.041
C -1.948 3.315 0.204
O -1.816 2.794 1.472
H -3.934 2.623 0.194
H -3.740 4.095 -0.890
H -3.921 4.115 0.886
H -1.304 4.194 0.169
H -1.715 2.572 -0.558
H -2.341 3.336 2.066
*
```

Summary:
Maximum force (Eh/bohr): 0.078
HOMO level (spin up / spin down) (eV): -11.3 / -11.3
Energy above the lowest of the compared OMol25 structures with the same formula, charge and spin (kJ/mol): 323.2
LUMO (spin up / spin down) (Eh): -0.127 / -0.193
Molecular weight (g mol⁻¹): 707.39
Gap between HOMO and LUMO (spin up / spin down) (eV): 7.790 / 6.008